# 1
Entry from OMol25: a structure of composition C34H31BrGeIN4O2Re (ωB97M-V/def2-TZVPD).

Properties
HOMO level (alpha / beta) (Eh): -0.07818 / -0.11045
Total charge: -1
Electronic energy (eV): -182605.83835
HOMO-LUMO gap (alpha / beta) (eV): 4.43 / 5.31
Spin multiplicity: 2
Strongest force on any atom (hartree/bohr): 0.0065
Energy relative to the best compared isomer or geometry (same formula, charge and spin) (kcal/mol): 17.1
LUMO energy (alpha / beta) (Ha): 0.08457 / 0.08456

Cartesian coordinates (Å):
Re (-1.965, -0.467, -0.452)
I (-2.535, 3.054, 2.004)
Br (-2.738, 1.655, 5.220)
Ge (0.976, -1.988, -1.584)
O (0.267, 0.227, 3.159)
O (-0.828, 0.302, 1.241)
N (1.278, 1.981, 0.805)
N (-1.512, 1.655, -0.908)
N (0.502, 3.072, -1.127)
N (2.589, 3.541, -0.291)
C (-2.869, 6.299, 4.849)
C (2.101, -6.613, -1.804)
C (4.213, 0.075, 1.248)
C (-4.289, 0.363, -1.660)
C (-2.758, 5.531, 3.702)
C (-0.775, -1.628, -0.969)
C (-2.720, 4.140, 3.769)
C (2.231, -1.252, 0.948)
C (1.455, -3.892, -1.647)
C (-0.567, 2.322, -1.020)
C (2.776, -4.321, -1.529)
C (3.161, -0.656, 1.788)
C (-3.931, -1.016, -1.518)
C (3.101, -5.670, -1.609)
C (-4.513, 0.885, -0.392)
C (2.320, -1.122, -0.437)
C (2.375, -1.164, -5.514)
C (1.230, -1.247, -3.383)
C (2.181, -1.749, -4.269)
C (0.779, -6.202, -1.913)
C (-4.341, -0.143, 0.569)
C (1.616, -0.063, -5.887)
C (0.462, -4.853, -1.833)
C (1.422, 2.827, -0.197)
C (0.466, -0.147, -3.773)
C (-4.019, -1.344, -0.121)
C (-2.945, 5.682, 6.089)
C (3.366, -0.366, -0.964)
C (-0.623, -0.194, 2.423)
C (-2.907, 4.301, 6.173)
C (-2.795, 3.534, 5.019)
C (4.312, 0.222, -0.131)
C (-1.533, -1.317, 2.866)
C (0.660, 0.443, -5.015)
H (2.351, -7.665, -1.864)
H (2.775, -2.614, -3.990)
H (0.061, 1.298, -5.304)
H (-1.261, -1.639, 3.869)
H (-2.698, 6.008, 2.733)
H (-4.700, 1.925, -0.165)
H (-2.962, 3.804, 7.131)
H (-0.298, 0.230, -3.100)
H (3.445, -0.233, -2.038)
H (-0.006, -6.935, -2.055)
H (-3.031, 6.272, 6.993)
H (0.423, 1.406, 0.947)
H (5.132, 0.789, -0.561)
H (3.405, 3.085, 0.084)
H (-0.574, -4.536, -1.902)
H (-2.896, 7.378, 4.771)
H (-1.464, -2.140, 2.152)
H (4.951, 0.530, 1.899)
H (3.564, -3.594, -1.361)
H (-4.459, -0.042, 1.638)
H (2.016, 1.838, 1.474)
H (4.133, -5.986, -1.513)
H (2.718, 3.960, -1.197)
H (-2.569, -0.975, 2.843)
H (1.764, 0.396, -6.857)
H (-3.991, -2.335, 0.303)
H (1.406, -1.803, 1.385)
H (-3.807, -1.725, -2.322)
H (-4.260, 0.920, -2.584)
H (3.043, -0.745, 2.860)
H (3.116, -1.569, -6.194)



# 2
Entry from OMol25: a structure of composition C34H31GeN4Pt in a non-equilibrium geometry (ωB97M-V/def2-TZVPD).

Properties
HOMO level (alpha / beta) (Eh): -0.69574 / -0.69482
Total charge: +4
Electronic energy (eV): -101442.17637
HOMO-LUMO gap (alpha / beta) (eV): 3.97 / 3.92
Spin multiplicity: 2
Strongest force on any atom (hartree/bohr): 0.0695
Energy relative to the best compared isomer or geometry (same formula, charge and spin) (kcal/mol): 116.6
LUMO energy (alpha / beta) (Ha): -0.55000 / -0.55070

Cartesian coordinates (Å):
Pt (-0.382, -0.533, -0.985)
Ge (-0.649, -0.216, 1.406)
N (-2.027, -1.686, -1.606)
N (-1.764, 0.969, -1.674)
N (1.510, -0.108, -1.683)
N (1.993, 1.059, -2.195)
C (-2.140, -3.012, -1.538)
C (4.018, 2.039, -3.250)
C (0.844, -2.668, 4.536)
C (4.410, 2.334, 1.875)
C (1.649, 1.666, 2.058)
C (-2.873, 0.443, -2.247)
C (1.287, 3.698, 3.375)
C (3.665, -0.351, -2.238)
C (3.271, 0.942, -2.577)
C (-5.144, -0.742, -3.387)
C (0.714, -4.136, 2.522)
C (0.204, -3.100, 1.803)
C (-0.067, 3.363, 3.514)
C (-3.687, 2.632, -2.764)
C (0.063, -1.803, 2.398)
C (3.940, 1.168, 1.314)
C (2.145, 2.866, 2.651)
C (-1.628, 2.290, -1.599)
C (-2.576, 3.156, -2.142)
C (-5.014, 0.602, -3.409)
C (-3.016, -0.969, -2.210)
C (0.273, 1.341, 2.196)
C (-0.551, 2.193, 2.950)
C (-3.867, 1.236, -2.818)
C (-2.503, -0.242, 1.964)
C (0.990, -3.950, 3.922)
C (2.560, -0.971, -1.683)
C (2.419, -2.371, -1.191)
C (-4.140, -1.568, -2.770)
C (-3.231, -3.689, -2.077)
C (-4.231, -2.973, -2.691)
C (3.512, 3.199, 2.525)
C (2.578, 0.832, 1.408)
C (0.358, -1.634, 3.798)
H (-2.425, 4.225, -2.074)
H (-2.995, -1.147, 1.611)
H (4.626, 0.494, 0.816)
H (-2.505, -0.235, 3.055)
H (-5.090, -3.479, -3.116)
H (5.462, 2.586, 1.827)
H (2.246, -0.119, 1.006)
H (-3.275, -4.767, -2.005)
H (3.681, 2.153, -4.282)
H (4.636, -0.787, -2.411)
H (3.868, 2.995, -2.748)
H (-6.012, -1.219, -3.823)
H (0.888, -5.105, 2.071)
H (-4.433, 3.286, -3.199)
H (1.251, -4.808, 4.531)
H (-0.731, 4.017, 4.063)
H (5.080, 1.809, -3.273)
H (-5.776, 1.222, -3.864)
H (3.058, -3.039, -1.767)
H (0.211, -0.671, 4.274)
H (3.865, 4.145, 2.921)
H (-1.333, -3.557, -1.067)
H (-0.738, 2.668, -1.110)
H (2.713, -2.460, -0.142)
H (-3.044, 0.625, 1.588)
H (-0.070, -3.251, 0.769)
H (1.378, 1.836, -2.375)
H (1.388, -2.720, -1.301)
H (-1.596, 1.953, 3.098)
H (1.678, 4.584, 3.862)
H (1.079, -2.544, 5.585)



# 3
Entry from OMol25: a structure of composition C34H31N3O2P2PdS (ωB97M-V/def2-TZVPD).

Properties
HOMO level (Eh): -0.24327
Total charge: 0
Electronic energy (eV): -77221.86726
HOMO-LUMO gap (eV): 7.25
Strongest force on any atom (hartree/bohr): 0.0037
Energy relative to the best compared isomer or geometry (same formula, charge and spin) (kcal/mol): 0.0
LUMO energy (Ha): 0.02321

Cartesian coordinates (Å):
Pd (0.346, -0.557, -1.302)
S (-0.800, -0.354, -3.608)
P (-0.090, 1.986, 0.482)
P (-1.595, -0.458, 1.589)
O (-1.678, -1.121, 0.261)
O (-1.403, 2.433, -0.047)
N (0.973, -2.425, -4.106)
N (0.066, -1.529, -5.861)
N (0.372, -2.793, -1.883)
C (-1.302, -1.669, 2.906)
C (3.361, 1.093, -2.358)
C (-5.433, 1.839, 2.549)
C (1.271, 2.190, -1.870)
C (-0.480, -2.357, 5.067)
C (-0.738, -0.656, -6.689)
C (3.221, 0.280, -1.268)
C (0.940, -2.503, -6.306)
C (2.152, 3.367, 1.498)
C (-4.999, 1.685, 1.240)
C (0.725, -3.036, -0.608)
C (1.358, -2.730, -2.777)
C (2.031, -3.325, -0.224)
C (1.981, 5.465, 2.658)
C (0.000, 4.404, 1.805)
C (-0.672, -1.369, 4.112)
C (2.082, 0.380, -0.417)
C (-1.733, -2.971, 2.666)
C (1.084, 1.359, -0.719)
C (-1.539, -3.959, 3.620)
C (-3.107, 0.424, 2.017)
C (-0.914, -3.652, 4.820)
C (-4.709, 1.283, 3.595)
C (1.507, -3.059, -5.226)
C (3.023, -3.319, -1.188)
C (-3.547, 0.574, 3.329)
C (-0.256, 0.751, 1.814)
C (0.605, 5.458, 2.473)
C (2.373, 2.059, -2.662)
C (2.755, 4.421, 2.169)
C (0.770, 3.349, 1.320)
C (-3.837, 0.978, 0.968)
C (0.076, -1.458, -4.500)
C (2.689, -2.991, -2.494)
H (3.829, 4.435, 2.299)
H (4.239, 1.007, -2.986)
H (0.004, 6.279, 2.843)
H (-0.586, -0.934, -7.729)
H (2.155, -0.064, 0.569)
H (4.050, -3.537, -0.928)
H (2.204, -3.871, -5.135)
H (-0.323, -0.363, 4.314)
H (3.995, -0.435, -1.019)
H (-2.995, 0.127, 4.148)
H (-0.760, -4.424, 5.563)
H (-3.480, 0.865, -0.046)
H (0.512, 2.930, -2.096)
H (2.453, 6.290, 3.176)
H (-2.214, -3.198, 1.721)
H (-1.789, -0.759, -6.424)
H (2.249, -3.549, 0.811)
H (1.063, -2.723, -7.351)
H (0.693, 0.238, 1.981)
H (-0.490, 1.317, 2.722)
H (2.760, 2.566, 1.094)
H (-1.875, -4.969, 3.426)
H (-5.052, 1.396, 4.615)
H (-1.069, 4.392, 1.634)
H (0.011, -2.117, 6.001)
H (-0.447, 0.382, -6.532)
H (-5.563, 2.121, 0.425)
H (3.439, -2.911, -3.268)
H (-0.095, -3.066, 0.098)
H (-6.340, 2.392, 2.756)
H (2.493, 2.697, -3.528)



# 4
Entry from OMol25: a structure of composition C34H31N4O9P2Ru in a non-equilibrium geometry (ωB97M-V/def2-TZVPD).

Properties
HOMO level (alpha / beta) (Eh): -0.27181 / -0.29023
Total charge: 0
Electronic energy (eV): -81300.90574
HOMO-LUMO gap (alpha / beta) (eV): 6.76 / 6.12
Spin multiplicity: 6
Strongest force on any atom (hartree/bohr): 0.0238
LUMO energy (alpha / beta) (Ha): -0.02345 / -0.06531

Cartesian coordinates (Å):
Ru (0.066, -0.938, 0.100)
P (-1.715, -2.852, 0.754)
P (1.050, -2.129, 2.192)
O (0.291, -0.362, -1.940)
O (-3.158, -0.701, -0.503)
O (-0.800, 0.389, 1.394)
O (-3.258, 3.674, -5.094)
O (2.007, 1.201, -3.263)
O (-4.775, 2.380, -4.281)
O (2.341, -1.661, -0.765)
O (-1.714, -2.126, -1.444)
O (1.249, 3.140, -3.797)
N (-3.617, 2.718, -4.435)
N (1.373, 1.901, 0.108)
N (1.697, 0.692, 0.248)
N (1.097, 1.978, -3.470)
C (3.383, -0.770, -0.670)
C (-1.758, 5.483, -0.607)
C (-2.582, 1.907, -3.780)
C (5.351, 1.176, -0.469)
C (-1.986, 0.057, -2.405)
C (1.950, -0.834, 3.089)
C (-2.517, 3.383, 0.451)
C (-2.960, 0.823, -2.996)
C (-1.264, 2.268, -3.930)
C (3.082, 0.480, -0.137)
C (-0.367, -2.345, 4.603)
C (-0.294, 1.497, -3.318)
C (-2.279, 2.151, 0.943)
C (-0.597, 0.353, -2.545)
C (-1.655, -2.740, 2.594)
C (-1.477, 4.195, -0.116)
C (-0.730, -4.356, 0.371)
C (-2.802, -2.824, 3.383)
C (4.666, -1.042, -1.125)
C (-0.762, 6.251, -1.152)
C (-0.953, 1.599, 0.899)
C (5.647, -0.063, -1.014)
C (-2.731, -2.684, 4.760)
C (0.078, 2.330, 0.321)
C (0.834, 4.480, -0.748)
C (2.101, -3.593, 2.469)
C (-3.384, -3.507, 0.480)
C (0.542, 5.736, -1.218)
C (-1.510, -2.464, 5.378)
C (-2.367, -0.996, -1.394)
C (-0.173, 3.680, -0.177)
C (2.506, -2.789, -1.612)
C (4.060, 1.446, -0.036)
C (-0.432, -2.455, 3.218)
H (1.838, 4.090, -0.836)
H (3.099, -3.402, 2.072)
H (-3.443, -3.773, -0.573)
H (0.106, -4.120, -0.285)
H (2.726, -2.466, -2.630)
H (-3.527, 3.779, 0.454)
H (2.287, -1.176, 4.068)
H (-1.362, -5.079, -0.144)
H (0.578, -2.137, 5.090)
H (-0.987, 3.140, -4.502)
H (-3.634, -2.751, 5.353)
H (1.555, -3.316, -1.602)
H (-4.006, 0.604, -2.839)
H (6.113, 1.938, -0.389)
H (-0.354, -4.819, 1.281)
H (-3.532, -4.395, 1.098)
H (-4.146, -2.762, 0.695)
H (1.331, 6.330, -1.662)
H (-3.766, -3.001, 2.928)
H (3.291, -3.451, -1.243)
H (4.902, -1.993, -1.575)
H (1.696, -4.473, 1.978)
H (2.820, -0.541, 2.500)
H (1.301, 0.034, 3.198)
H (-1.450, -2.365, 6.454)
H (6.647, -0.277, -1.368)
H (-3.061, 1.518, 1.336)
H (-2.775, 5.853, -0.557)
H (-0.979, 7.240, -1.534)
H (3.802, 2.412, 0.375)
H (2.175, -3.782, 3.541)



# 5
Entry from OMol25: a structure of composition C34H31N6OPPd in a non-equilibrium geometry (ωB97M-V/def2-TZVPD).

Properties
HOMO level (Eh): -0.25702
Total charge: 0
Electronic energy (eV): -59517.75328
HOMO-LUMO gap (eV): 6.62
Strongest force on any atom (hartree/bohr): 0.0394
Energy relative to the best compared isomer or geometry (same formula, charge and spin) (kcal/mol): 44.2
LUMO energy (Ha): -0.01373

Cartesian coordinates (Å):
Pd (0.056, -0.102, -0.240)
P (2.419, 0.085, -0.232)
O (-0.584, -1.301, 2.099)
N (2.192, 0.927, 3.127)
N (-0.381, -2.312, -0.777)
N (-2.067, -0.111, -0.400)
N (-4.176, 0.300, -0.033)
N (-1.984, -1.211, 3.839)
N (-1.236, 1.089, 6.087)
C (1.137, 0.661, 3.516)
C (-0.716, -5.712, -0.512)
C (2.612, 1.817, -0.701)
C (3.800, 3.783, -1.407)
C (4.145, -0.514, -0.009)
C (-2.761, -0.328, -1.567)
C (0.198, 1.908, -0.173)
C (1.886, -2.760, -3.214)
C (6.239, -1.246, -0.971)
C (2.668, 4.533, -1.265)
C (-0.272, -3.329, -0.261)
C (1.220, -0.102, -2.804)
C (-0.841, -0.782, 3.206)
C (1.414, 2.557, -0.574)
C (1.022, -2.131, -4.095)
C (0.275, 4.713, -0.661)
C (6.818, -1.290, 0.289)
C (-0.860, 4.107, -0.220)
C (1.360, -4.876, 0.653)
C (3.778, 2.405, -1.105)
C (-0.130, 0.252, 3.930)
C (-0.895, -4.573, 1.737)
C (-4.079, -0.072, -1.356)
C (4.739, -0.556, 1.252)
C (-0.134, -4.632, 0.407)
C (2.396, -2.068, -2.123)
C (1.450, 3.947, -0.839)
C (6.065, -0.939, 1.397)
C (2.091, -0.725, -1.897)
C (-0.899, 2.710, 0.014)
C (-2.940, 0.266, 0.501)
C (0.701, -0.796, -3.887)
C (-0.698, 0.753, 5.120)
C (4.915, -0.863, -1.121)
H (-4.935, -0.127, -2.003)
H (-0.192, -5.734, -1.468)
H (-2.150, -0.979, 4.804)
H (-0.517, -3.761, 2.356)
H (0.296, 5.775, -0.873)
H (-2.722, 0.496, 1.531)
H (-0.765, -5.522, 2.260)
H (-5.016, 0.562, 0.451)
H (1.486, -5.831, 1.164)
H (6.509, -0.956, 2.384)
H (1.030, 0.961, -2.730)
H (-2.421, -2.031, 3.458)
H (2.162, -3.796, -3.371)
H (-1.836, 2.297, 0.346)
H (4.494, -0.811, -2.113)
H (-0.607, -6.685, -0.032)
H (4.723, 4.243, -1.734)
H (6.820, -1.504, -1.847)
H (1.910, -4.908, -0.288)
H (1.783, -4.087, 1.275)
H (3.048, -2.590, -1.432)
H (-1.758, 4.690, -0.055)
H (4.690, 1.828, -1.186)
H (0.615, -2.667, -4.942)
H (4.161, -0.280, 2.121)
H (2.686, 5.597, -1.466)
H (0.044, -0.284, -4.580)
H (-2.258, -0.656, -2.460)
H (7.851, -1.592, 0.403)
H (-1.774, -5.533, -0.704)
H (-1.959, -4.408, 1.567)



# 6
Entry from OMol25: a cluster of 5 separate species, C34H32Br2N4O9S in total in a non-equilibrium geometry (ωB97M-V/def2-TZVPD).

Properties
HOMO level (Eh): -0.33878
Total charge: 0
SMILES: C[C@H](Br)[C@H](Br)[C@H]1[C@H](N=C=S)C(=O)N[C@]1(N)CCN.O=C1C=CC(=O)C=C1.O=C1C=CC(=O)C=C1.O=C1C=CC(=O)C=C1.O=C1C=CC(=O)C=C1
Electronic energy (eV): -211073.34834
HOMO-LUMO gap (eV): 7.41
Strongest force on any atom (hartree/bohr): 0.1734
LUMO energy (Ha): -0.06657

Cartesian coordinates (Å):
Br (-0.459, 2.762, -2.919)
Br (-2.034, -0.347, -2.990)
S (-6.064, -3.202, 0.133)
O (-7.337, -2.879, -2.896)
O (9.519, -2.673, 2.890)
O (-0.844, -1.499, -8.698)
O (4.960, 1.249, 3.309)
O (8.672, 2.336, 4.456)
O (4.229, 4.409, 7.522)
O (-1.691, 3.511, -7.132)
O (-3.545, -2.091, 2.611)
O (-12.146, -0.816, -1.954)
N (1.753, -0.474, 3.305)
N (-4.063, -0.882, -0.165)
N (-1.057, -1.758, 2.076)
N (-0.218, -2.933, 0.186)
C (5.552, 3.860, 5.651)
C (-1.360, -0.488, 0.011)
C (8.867, 1.184, 4.096)
C (-1.113, 0.008, -6.907)
C (-0.295, -1.527, 0.769)
C (9.038, 0.093, 5.076)
C (-4.913, -1.987, -0.302)
C (-2.686, -1.448, 0.102)
C (8.941, 0.830, 2.665)
C (-2.559, -1.823, 1.728)
C (-9.402, -2.163, -3.776)
C (-10.080, -1.531, -1.074)
C (5.736, 3.067, 4.591)
C (-8.443, -2.403, -2.680)
C (-1.039, -0.346, -8.338)
C (4.792, 1.977, 4.278)
C (-8.871, -2.048, -1.312)
C (-1.422, 2.004, -8.923)
C (-1.210, 0.745, -9.318)
C (-1.324, 1.267, -6.512)
C (3.453, 2.590, 6.240)
C (2.012, -1.495, 2.209)
C (-11.039, -1.291, -2.170)
C (-10.612, -1.646, -3.538)
C (-1.495, 2.358, -7.492)
C (-0.919, 0.185, -1.417)
C (4.397, 3.681, 6.553)
C (3.637, 1.797, 5.179)
C (9.323, -1.521, 3.250)
C (1.254, -0.993, 0.826)
C (9.250, -1.167, 4.682)
C (9.152, -0.430, 2.271)
C (-2.613, 2.322, -0.948)
C (-1.041, 1.835, -1.204)
H (2.954, 0.993, 4.935)
H (-0.704, -2.520, 2.698)
H (6.235, 4.665, 5.896)
H (1.196, 0.197, 0.750)
H (1.607, -2.571, 2.516)
H (0.592, -3.045, -0.463)
H (-0.986, -0.804, -6.201)
H (9.208, -0.706, 1.224)
H (3.179, -1.620, 2.058)
H (-1.155, 0.469, -10.364)
H (-2.708, -2.445, -0.550)
H (-8.155, -2.230, -0.520)
H (-2.562, 3.433, -0.570)
H (9.377, -1.979, 5.387)
H (-1.596, 0.369, 0.772)
H (-10.409, -1.266, -0.077)
H (-1.549, 2.816, -9.629)
H (0.217, -0.042, -1.584)
H (8.983, 0.369, 6.122)
H (2.611, 2.471, 6.911)
H (-3.165, 1.681, -0.128)
H (-9.074, -2.428, -4.773)
H (6.578, 3.187, 3.919)
H (1.099, -0.856, 4.030)
H (1.908, -1.318, -0.118)
H (8.814, 1.642, 1.960)
H (-0.394, 2.231, -0.306)
H (-3.195, 2.295, -1.964)
H (-11.328, -1.464, -4.330)
H (-1.380, 1.543, -5.466)
H (-0.114, -3.662, 0.935)
H (1.272, 0.382, 2.933)



Q: Which of these has the highest total charge?
A: C34H31GeN4Pt